No. 1
Molecular formula: C31H20Cl5FeP2S2
Method: DFT, ωB97M-V with the def2-TZVPD basis set

Orbital gap (spin up / spin down)   0.31579 / 0.25087 Eh
Electronic energy   -6237.0547 hartree
Spin multiplicity   6

The geometry in XYZ format:
```
61
Properties=species:S:1:pos:R:3:forces:R:3
Fe 0.06951 -0.10791 0.42082 -0.696 0.457 -0.497
S 2.24598 0.15518 -0.39581 -0.345 0.082 0.230
P 1.18910 1.85222 -0.84766 0.257 1.239 -0.604
C -0.34367 2.25476 -0.11489 0.976 -1.374 0.752
P -0.44206 2.21864 1.62722 -0.309 0.796 0.087
S -0.43776 0.40727 2.59546 0.086 -0.018 -0.095
C -2.00681 3.00829 2.08409 0.050 0.002 -0.056
C -2.76772 3.66552 1.12651 0.063 0.022 0.052
C -3.98590 4.22915 1.48059 -0.042 0.018 0.003
C -4.43083 4.14959 2.79050 -0.026 0.026 -0.003
C -3.65488 3.51921 3.75544 0.049 -0.032 0.079
C -2.44568 2.94508 3.40515 0.022 0.013 -0.065
C 0.84372 3.24092 2.41074 -0.131 -0.112 -0.126
C 0.75088 4.62369 2.27123 0.051 -0.073 0.002
C 1.72894 5.43440 2.82203 -0.032 0.063 -0.042
C 2.79376 4.86773 3.50999 0.026 0.008 -0.004
C 2.88408 3.49064 3.64560 0.068 0.011 0.017
C 1.91192 2.67174 3.09152 -0.029 -0.008 0.023
C 0.92573 1.78555 -2.63841 -0.094 -0.030 0.103
C -0.35854 1.85351 -3.15984 0.129 0.035 0.031
C -0.54698 1.76102 -4.53212 -0.029 0.001 -0.030
C 0.54413 1.60847 -5.37261 -0.062 0.006 -0.042
C 1.82973 1.54501 -4.84836 0.088 -0.015 0.025
C 2.02399 1.62771 -3.48065 -0.073 0.027 0.011
C 2.29508 3.28576 -0.63194 -0.137 -0.098 -0.089
C 1.81622 4.50218 -1.11980 0.089 -0.048 0.019
C 2.60245 5.63707 -1.02819 -0.092 0.019 -0.008
C 3.85830 5.56180 -0.43947 0.038 0.022 0.010
C 4.32678 4.35467 0.05466 0.057 0.030 0.049
C 3.54757 3.20937 -0.04263 -0.067 -0.007 -0.023
H -2.39357 3.72833 0.11491 -0.049 -0.070 -0.094
H -4.59205 4.71922 0.72951 0.019 0.014 0.006
H -5.38476 4.58008 3.06762 0.005 0.005 -0.019
H -3.99720 3.46622 4.78098 -0.011 0.005 -0.014
H -1.83972 2.44012 4.14803 -0.053 -0.019 0.026
H -0.08977 5.05092 1.73682 0.028 0.064 0.018
H 1.65727 6.50975 2.71943 0.014 -0.009 -0.006
H 3.55549 5.50494 3.94123 -0.007 -0.007 0.008
H 3.71294 3.05235 4.18691 -0.004 -0.002 -0.011
H 1.96884 1.59542 3.19677 0.017 0.024 -0.003
H -1.19192 1.97108 -2.48336 -0.015 -0.004 -0.033
H -1.54927 1.80386 -4.93944 0.012 0.001 -0.005
H 0.39491 1.53703 -6.44264 0.008 -0.005 0.006
H 2.67853 1.41986 -5.50834 -0.001 0.017 0.006
H 3.02016 1.56859 -3.05814 0.029 -0.020 -0.049
H 0.83341 4.53847 -1.57514 0.007 0.070 -0.016
H 2.23666 6.58046 -1.41357 0.011 -0.008 -0.001
H 4.47342 6.45022 -0.37030 0.003 -0.012 0.013
H 5.30435 4.30303 0.51720 -0.007 -0.011 -0.005
H 3.90724 2.25920 0.33167 0.013 0.010 0.018
Cl -3.40424 1.29888 -1.44076 -0.052 0.309 0.039
C -3.12105 -0.26090 -0.75604 0.134 -0.190 -0.107
C -1.82097 -0.67816 -0.48747 0.243 -0.575 0.581
C -1.72851 -1.99033 -0.03387 -0.578 0.246 -0.257
Cl -0.09808 -2.55625 0.26092 0.234 -0.796 0.124
C -2.79447 -2.84083 0.21828 0.061 -0.081 -0.002
Cl -2.55010 -4.42147 0.84684 0.011 -0.067 -0.002
C -4.07385 -2.36816 -0.04764 -0.014 0.009 -0.016
Cl -5.43776 -3.37547 0.22719 -0.009 -0.026 0.015
C -4.23628 -1.08094 -0.55723 0.080 0.077 -0.060
Cl -5.81923 -0.52408 -0.94436 -0.010 -0.013 0.032
```
Positions in Å, forces in eV/Å.

Atom charges from the Löwdin analysis, given in e for atoms 1 to 4:
1 Fe 0.07
2 S 0.36
3 P 0.45
4 C -0.40

***

No. 2
Molecular formula: C31H21BiCl4GeNO2Te4
Method: DFT, ωB97M-V with the def2-TZVPD basis set

Orbital gap   0.18798 Eh
Electronic energy   -6603.6179 hartree
Charge   -1

The geometry in XYZ format:
```
65
Properties=species:S:1:pos:R:3:forces:R:3
Bi -1.77562 0.38405 0.66718 0.525 0.267 -0.466
Te -2.93723 2.63609 1.87790 -0.201 0.060 0.236
Te -4.60481 1.49072 3.69047 0.009 -0.010 -0.037
Te -3.24711 -0.67897 4.51385 0.085 0.092 -0.006
Te -3.11473 -1.87327 2.10686 -0.227 -0.197 0.174
Cl -0.98591 4.45376 -5.23970 0.010 -0.072 0.093
C -0.66740 3.52770 -3.80720 -0.047 -0.068 0.135
C 0.62696 3.15690 -3.48240 -0.093 -0.037 0.084
Cl 1.95394 3.59970 -4.50886 -0.061 -0.046 0.065
C 0.85218 2.38863 -2.32603 0.084 0.072 -0.023
Cl 2.44930 1.84203 -1.91528 -0.066 0.051 -0.040
C -0.18697 1.98202 -1.50211 0.117 -0.199 0.304
O 0.01797 1.23547 -0.41969 -0.072 0.123 -0.183
C -1.52454 2.32762 -1.85398 -0.344 0.010 0.183
O -2.50092 1.86389 -1.11297 0.293 0.037 -0.230
C -1.73056 3.11957 -2.98436 0.041 0.011 -0.055
Cl -3.37793 3.51716 -3.37213 0.184 0.020 -0.025
Ge -2.06954 -1.09655 -1.57958 -0.391 -0.498 -0.249
C -1.21032 -2.78283 -1.13948 0.255 -0.130 0.220
C -1.99485 -3.91107 -0.89192 0.172 -0.078 0.023
C -1.40771 -5.10433 -0.47990 -0.004 0.127 -0.045
C -0.03129 -5.18084 -0.30485 -0.044 0.055 -0.011
C 0.76166 -4.06533 -0.54896 -0.116 0.044 -0.044
C 0.17454 -2.87360 -0.95811 -0.103 -0.155 -0.147
C -1.61879 -0.41514 -3.32058 0.271 0.276 -0.078
C -2.63962 0.14056 -4.09229 0.137 -0.054 -0.094
C -2.35486 0.68407 -5.33912 0.045 -0.051 0.028
C -1.04930 0.68850 -5.81477 -0.030 -0.032 0.072
C -0.02582 0.13605 -5.05170 -0.089 -0.023 0.029
C -0.30832 -0.41242 -3.80781 -0.121 0.039 -0.043
H -3.58252 -1.38290 -1.58250 -0.032 0.107 0.145
H -3.07293 -3.85765 -1.01172 0.053 -0.006 0.033
H -2.02797 -5.97035 -0.28319 0.004 0.015 -0.004
H 0.42276 -6.10674 0.03071 -0.027 0.049 -0.027
H 1.83491 -4.11991 -0.40917 -0.018 0.003 0.010
H 0.80272 -2.00486 -1.13201 -0.076 -0.057 -0.037
H -3.65342 0.17499 -3.70975 0.028 0.027 0.006
H -3.14814 1.13473 -5.92328 0.026 -0.003 0.020
H -0.82366 1.14851 -6.76981 -0.008 -0.029 0.027
H 0.99500 0.15357 -5.41483 -0.023 0.026 0.023
H 0.50217 -0.81596 -3.20901 -0.040 0.039 -0.013
N -0.54193 0.30937 2.45601 -0.186 0.306 -0.038
C 0.65714 0.40723 2.82249 0.328 -0.125 -0.093
C 0.84571 0.72279 4.29170 0.128 -0.196 -0.185
C 0.13534 1.77875 4.84637 -0.060 0.074 0.155
C 0.24208 2.05612 6.20434 -0.017 -0.048 -0.039
C 1.04255 1.26208 7.01817 0.016 -0.031 -0.100
C 1.74372 0.19379 6.46743 -0.089 0.074 -0.062
C 1.65205 -0.06883 5.10590 0.079 0.088 -0.006
C 1.90171 0.18399 2.00250 -0.185 0.111 0.221
C 1.91410 -0.81525 1.04177 -0.056 -0.092 -0.054
C 3.05955 -1.07605 0.30657 -0.091 0.029 -0.017
C 4.20555 -0.32238 0.51370 0.026 0.095 0.017
C 4.20123 0.68855 1.46757 -0.110 -0.057 0.050
C 3.05705 0.93096 2.21972 0.051 -0.037 -0.040
H -0.51007 2.36809 4.20442 -0.008 -0.035 0.026
H -0.31846 2.88191 6.63041 0.061 -0.049 -0.035
H 1.11945 1.47310 8.07843 -0.012 -0.014 -0.027
H 2.35695 -0.43709 7.09907 0.007 0.010 -0.005
H 2.20521 -0.89407 4.66941 -0.025 0.034 0.022
H 1.01399 -1.39747 0.87911 0.069 0.055 0.121
H 3.05212 -1.85912 -0.44298 0.028 0.003 0.007
H 5.09463 -0.51111 -0.07766 -0.029 0.001 0.052
H 5.09201 1.28222 1.63363 -0.032 0.010 -0.021
H 3.05699 1.70884 2.97403 0.003 -0.010 -0.004
```
Positions in Å, forces in eV/Å.

Atom charges from the Löwdin analysis, given in e for atoms 1 to 4:
1 Bi 0.96
2 Te 0.27
3 Te -0.04
4 Te -0.05

***

No. 3
Molecular formula: C31H22AsLiNS2Te
Method: DFT, ωB97M-V with the def2-TZVPD basis set

Orbital gap   0.23082 Eh
Electronic energy   -4557.0200 hartree
Charge   -1

The geometry in XYZ format:
```
59
Properties=species:S:1:pos:R:3:forces:R:3
Li 1.86611 0.04109 0.16838 0.009 -0.010 0.159
S 5.68671 -0.94531 1.87938 -0.421 0.050 -0.216
C 6.07511 -0.89991 0.21418 0.168 -0.031 0.140
C 4.97491 -0.78931 -0.57832 0.240 0.001 -0.005
C 3.73281 -0.70991 0.10738 -0.394 0.003 0.078
C 3.96051 -0.79541 1.45588 1.168 -0.082 -0.615
C 2.97371 -0.77341 2.48888 -0.443 0.025 0.921
C 3.30291 -0.67811 3.85358 -0.039 -0.037 -0.220
C 2.30111 -0.67421 4.79598 -0.125 -0.013 -0.067
C 0.97841 -0.74861 4.37308 0.060 -0.058 0.082
C 0.74281 -0.80891 3.01278 -0.490 -0.060 0.281
N 1.68981 -0.82891 2.09358 0.313 0.062 -0.111
H 7.10841 -0.94431 -0.08062 0.174 -0.070 -0.110
H 5.05131 -0.77131 -1.65372 0.095 0.077 -0.205
H 4.34121 -0.58971 4.13808 0.036 -0.021 0.066
H 2.53721 -0.60671 5.85008 0.026 0.024 0.031
H 0.16031 -0.73981 5.07758 -0.067 0.002 -0.010
H -0.27829 -0.83531 2.63128 0.133 0.041 0.167
Te 0.42751 2.21989 1.03338 -0.184 0.735 0.253
C 0.81401 4.24729 0.59048 -0.291 0.015 -0.047
C 2.03161 4.83149 0.41878 0.155 -0.340 0.098
C 1.98321 6.17909 0.01048 0.019 0.436 -0.135
C 0.71811 6.64619 -0.12412 -0.524 -0.170 0.062
S -0.43279 5.41359 0.26258 0.488 -0.169 -0.042
H 2.94521 4.28629 0.57608 0.189 -0.114 0.001
H 2.85771 6.77569 -0.18822 0.142 0.121 -0.018
H 0.37851 7.61759 -0.43372 0.046 0.169 -0.002
C -5.57219 -0.18441 0.80418 -0.154 0.004 -0.003
C -4.99939 -1.41531 0.53548 -0.184 -0.062 0.026
C -3.63659 -1.51461 0.32028 0.270 -0.240 -0.046
C -2.82629 -0.38811 0.37178 -0.147 0.038 0.156
C -3.40929 0.84209 0.65838 0.345 0.239 0.046
C -4.77279 0.94599 0.86638 -0.109 0.014 0.000
As -0.89389 -0.45061 0.03628 -0.479 -0.436 -0.258
C -0.84579 -2.23441 -0.72402 0.130 -0.289 -0.298
C -0.70059 -3.42331 -0.03112 -0.047 0.119 0.258
C -0.63989 -4.62471 -0.71712 0.006 -0.163 0.018
C -0.69689 -4.63061 -2.10392 0.007 -0.111 -0.067
C -0.80179 -3.44491 -2.81102 0.002 0.085 -0.071
C -0.87039 -2.23771 -2.12622 -0.058 -0.284 0.324
C -1.00529 -0.91021 -2.72392 0.001 0.511 -0.062
C -1.09469 -0.62641 -4.08312 0.015 -0.153 0.004
C -1.26259 0.68059 -4.50822 -0.022 -0.008 -0.158
C -1.34359 1.71519 -3.58892 -0.008 -0.011 -0.048
C -1.23919 1.44159 -2.23522 0.018 0.285 0.276
C -1.05899 0.14219 -1.79672 -0.033 -0.042 -0.557
H -6.64019 -0.10731 0.96008 -0.040 0.019 0.024
H -5.61579 -2.30531 0.48738 0.001 0.009 0.001
H -3.20029 -2.48271 0.10458 -0.053 0.021 -0.011
H -2.77269 1.72119 0.72638 -0.080 -0.027 -0.008
H -5.21649 1.90999 1.07568 0.015 0.058 0.022
H -0.64949 -3.40361 1.05368 0.033 -0.079 -0.045
H -0.54509 -5.55741 -0.17422 0.010 0.014 -0.011
H -0.65459 -5.56951 -2.63982 0.024 -0.044 -0.015
H -0.83529 -3.45781 -3.89422 0.015 -0.040 0.016
H -1.03329 -1.42511 -4.81362 -0.017 0.011 0.012
H -1.33679 0.89399 -5.56692 0.014 -0.005 -0.034
H -1.47729 2.73499 -3.92652 -0.003 0.007 0.013
H -1.28069 2.24699 -1.50912 0.046 -0.028 -0.039
```
Positions in Å, forces in eV/Å.

Atom charges from the Löwdin analysis, given in e for atoms 1 to 4:
1 Li 0.36
2 S 0.94
3 C -0.47
4 C -0.27